(1)
# C31H35BrIN5O8PPt

C31H35BrIN5O8PPt as an isolated structure in a non-equilibrium geometry (ωB97M-V/def2-TZVPD, the OMol25 dataset).

For the largest force on an atom, the calculation gives 0.03422 Eh/bohr. As for the gap between HOMO and LUMO: 0.243 Eh. Its charge is +1. As for the relative energy (zero: lowest compared OMol25 entry of this formula, charge and spin): 202.0 kJ/mol.

Each line ends with the Löwdin charge.
Element x y z (Å)
1 Pt 0.55 -0.09 0.09  1.626
2 O -2.16 0.13 5.25  0.075
3 C -1.74 -1.12 5.03  -0.263
4 C -1.80 -2.01 6.11  -0.002
5 C -1.40 -3.32 5.97  -0.063
6 C -0.93 -3.79 4.74  -0.086
7 C -0.85 -2.92 3.68  -0.053
8 C -1.24 -1.58 3.80  -0.080
9 C -1.10 -0.69 2.64  -0.357
10 O -0.45 -1.13 1.62  -0.178
11 N -1.64 0.53 2.71  0.081
12 N -1.42 1.10 1.53  -0.055
13 C -1.66 2.28 1.18  -0.066
14 C -1.24 2.50 -0.21  -0.206
15 C -1.59 3.67 -0.87  0.002
16 C -1.29 3.83 -2.21  -0.020
17 C -0.66 2.79 -2.88  -0.022
18 C -0.30 1.67 -2.16  -0.126
19 N -0.56 1.51 -0.85  0.005
20 H -2.11 0.62 4.40  0.071
21 H -2.17 -1.63 7.06  0.124
22 H -1.46 -3.99 6.82  0.111
23 H -0.64 -4.83 4.63  0.106
24 H -0.49 -3.27 2.72  0.105
25 H -2.13 3.07 1.75  0.134
26 H -2.11 4.44 -0.32  0.125
27 H -1.57 4.74 -2.73  0.124
28 H -0.42 2.84 -3.93  0.122
29 H 0.22 0.87 -2.65  0.105
30 I -2.51 -3.11 -4.36  0.940
31 C -1.48 -2.58 -2.66  -0.747
32 C -0.83 -3.41 -1.77  -0.089
33 N -0.33 -2.65 -0.81  0.037
34 N -0.63 -1.35 -1.01  -0.128
35 C -1.30 -1.30 -2.16  -0.155
36 H -0.73 -4.49 -1.75  0.139
37 H 0.19 -2.91 0.02  0.158
38 H -1.69 -0.37 -2.55  0.113
39 Br 4.11 -2.68 -3.73  0.831
40 C 4.29 -0.80 -3.68  -0.588
41 C 5.32 -0.28 -4.45  -0.125
42 C 5.56 1.08 -4.47  -0.059
43 C 4.77 1.94 -3.72  -0.064
44 C 3.75 1.42 -2.94  -0.037
45 C 3.49 0.04 -2.91  -0.147
46 C 2.35 -0.44 -2.07  -0.547
47 O 1.93 0.49 -1.21  -0.225
48 O 1.83 -1.53 -2.18  0.021
49 H 5.93 -0.95 -5.03  0.099
50 H 6.36 1.47 -5.08  0.114
51 H 4.95 3.01 -3.73  0.110
52 H 3.13 2.07 -2.36  0.107
53 C 4.62 -1.38 4.00  -0.020
54 C 3.13 -1.66 4.04  -0.559
55 C 2.79 -2.99 3.40  -0.009
56 C 2.56 -1.54 5.43  -0.002
57 O 2.40 -0.59 3.28  -0.115
58 P 2.49 -0.10 1.83  0.348
59 O 2.08 -1.22 0.82  -0.318
60 O 1.40 1.00 1.56  -0.324
61 O 3.91 0.43 1.51  -0.128
62 C 4.47 1.79 1.74  -0.566
63 C 5.97 1.56 1.79  -0.012
64 C 3.93 2.36 3.04  -0.016
65 C 4.07 2.64 0.55  -0.015
66 H 5.12 -2.13 4.61  0.104
67 H 4.84 -0.40 4.41  0.081
68 H 5.02 -1.45 2.99  0.090
69 H 3.28 -3.79 3.97  0.105
70 H 3.14 -3.04 2.37  0.088
71 H 1.71 -3.16 3.42  0.068
72 H 2.98 -2.31 6.07  0.103
73 H 1.47 -1.66 5.41  0.083
74 H 2.79 -0.56 5.87  0.097
75 H 6.23 0.92 2.63  0.084
76 H 6.48 2.52 1.90  0.101
77 H 6.31 1.09 0.87  0.098
78 H 4.19 1.71 3.89  0.081
79 H 2.85 2.49 3.01  0.087
80 H 4.38 3.33 3.21  0.104
81 H 4.46 2.20 -0.37  0.079
82 H 4.50 3.64 0.66  0.103
83 H 2.99 2.73 0.47  0.082

(2)
# C31H35CaF9MgO31

C31H35CaF9MgO31 as an isolated structure in a non-equilibrium geometry (ωB97M-V/def2-TZVPD, the OMol25 dataset).

For the largest force on an atom, the calculation gives 0.12872 Eh/bohr. As for the gap between HOMO and LUMO: 0.320 Eh. Its charge is 0. As for the relative energy (zero: lowest compared OMol25 entry of this formula, charge and spin): 0.0 kJ/mol.

Each line ends with the Löwdin charge.
Element x y z (Å)
1 Ca -1.74 0.06 1.86  1.510
2 Mg -0.19 2.14 1.38  0.597
3 O -1.52 1.12 -0.04  -0.472
4 C -0.53 0.58 -0.94  -0.278
5 C 0.65 -0.15 -0.10  -0.295
6 O 0.61 0.13 1.28  -0.410
7 H -0.28 1.28 -1.75  0.093
8 H -1.07 -0.18 -1.54  0.075
9 H 1.58 0.16 -0.66  0.091
10 H 0.39 -1.21 -0.20  0.090
11 O -0.32 3.98 1.77  -0.327
12 C -1.15 4.16 2.86  -0.339
13 C -1.01 2.95 3.79  -0.303
14 O -1.12 1.78 3.01  -0.495
15 H -2.22 4.14 2.54  0.106
16 H -0.94 5.10 3.35  0.115
17 H -1.75 2.97 4.57  0.099
18 H 0.04 2.99 4.33  0.137
19 C 0.92 -4.43 3.30  0.029
20 C 0.02 -5.18 2.28  -0.300
21 O -0.92 -4.26 1.95  0.157
22 C -0.70 -3.06 2.50  -0.503
23 O -1.45 -2.11 2.36  0.004
24 O 0.39 -3.10 3.21  0.110
25 F -0.55 -6.30 2.83  0.079
26 H 1.97 -4.45 3.08  0.134
27 H 0.91 -4.78 4.36  0.165
28 H 0.61 -5.49 1.44  0.157
29 C 2.83 3.14 1.80  -0.062
30 C 2.77 2.30 0.53  -0.249
31 O 3.82 2.87 -0.19  0.136
32 C 3.84 4.21 0.16  -0.565
33 O 4.43 5.02 -0.44  0.214
34 O 3.19 4.39 1.29  0.120
35 F 1.54 2.63 -0.11  0.025
36 H 3.60 2.88 2.57  0.167
37 H 1.83 3.11 2.26  0.114
38 H 2.87 1.22 0.60  0.154
39 C 4.34 -1.75 0.83  -0.040
40 C 5.65 -2.04 0.08  -0.286
41 O 5.76 -3.37 0.25  0.136
42 C 4.91 -3.89 1.19  -0.534
43 O 4.93 -5.02 1.56  0.181
44 O 4.22 -2.87 1.74  0.072
45 F 6.80 -1.43 0.63  0.021
46 H 3.49 -1.62 0.19  0.100
47 H 4.46 -0.91 1.46  0.122
48 H 5.71 -1.72 -0.92  0.153
49 C 0.99 0.23 5.26  -0.048
50 C 1.77 -0.46 4.18  -0.282
51 O 2.02 -1.68 4.74  0.104
52 C 1.76 -1.73 6.10  -0.474
53 O 1.83 -2.69 6.81  0.161
54 O 1.22 -0.52 6.49  0.075
55 F 2.95 0.32 4.08  0.015
56 H -0.10 0.29 5.04  0.142
57 H 1.32 1.21 5.48  0.116
58 H 1.28 -0.55 3.20  0.133
59 C 2.81 0.96 -5.20  -0.045
60 C 1.37 0.60 -4.91  -0.327
61 O 1.43 -0.13 -3.73  0.132
62 C 2.74 -0.15 -3.32  -0.494
63 O 3.08 -0.75 -2.29  0.104
64 O 3.52 0.58 -4.05  0.137
65 F 0.82 -0.19 -5.87  0.068
66 H 3.04 2.01 -5.42  0.157
67 H 3.15 0.38 -6.03  0.138
68 H 0.69 1.48 -4.81  0.181
69 C -2.47 4.54 -0.44  -0.052
70 C -1.11 5.08 -0.86  -0.257
71 O -1.40 6.32 -1.42  0.151
72 C -2.72 6.46 -1.56  -0.527
73 O -3.26 7.47 -1.97  0.136
74 O -3.44 5.45 -0.97  0.077
75 F -0.43 4.26 -1.82  0.001
76 H -2.56 4.43 0.64  0.106
77 H -2.54 3.54 -0.92  0.133
78 H -0.33 5.20 -0.08  0.158
79 C -5.48 -2.31 -1.44  -0.044
80 C -5.13 -3.49 -0.57  -0.291
81 O -4.72 -2.90 0.66  0.124
82 C -4.47 -1.54 0.45  -0.499
83 O -4.00 -0.80 1.24  0.099
84 O -4.81 -1.20 -0.81  0.088
85 F -4.03 -4.13 -1.01  0.076
86 H -6.55 -2.05 -1.44  0.152
87 H -5.10 -2.42 -2.50  0.122
88 H -5.93 -4.21 -0.42  0.171
89 C -4.75 2.04 -4.08  -0.062
90 C -3.29 1.74 -4.51  -0.213
91 O -3.29 0.31 -4.64  0.140
92 C -4.34 -0.18 -3.96  -0.496
93 O -4.54 -1.35 -3.86  0.140
94 O -5.27 0.80 -3.64  0.068
95 F -2.40 2.12 -3.49  0.031
96 H -5.37 2.46 -4.87  0.135
97 H -4.84 2.75 -3.22  0.156
98 H -2.94 2.24 -5.40  0.164
99 C -0.29 -3.08 -2.43  -0.050
100 C -0.45 -4.03 -1.23  -0.305
101 O 0.77 -3.98 -0.56  0.118
102 C 1.69 -3.54 -1.44  -0.513
103 O 2.86 -3.49 -1.22  0.178
104 O 1.11 -3.13 -2.62  0.074
105 F -0.69 -5.34 -1.62  0.060
106 H -0.67 -2.08 -2.16  0.115
107 H -0.87 -3.50 -3.30  0.162
108 H -1.24 -3.68 -0.47  0.174

(3)
# C31H35F9N4OP2Ti

C31H35F9N4OP2Ti as an isolated structure in a non-equilibrium geometry (ωB97M-V/def2-TZVPD, the OMol25 dataset).

For the largest force on an atom, the calculation gives 0.12172 Eh/bohr. As for the gap between HOMO and LUMO: 0.169 Eh. Its charge is +2.

Each line ends with the Löwdin charge.
Element x y z (Å)
1 Ti -0.91 0.23 1.73  0.849
2 C -1.03 -3.42 -3.61  -0.105
3 C 0.28 -3.23 -3.45  -0.132
4 C 1.11 -2.28 -4.27  -0.176
5 C 0.45 -0.96 -4.72  -0.179
6 C -0.51 -0.25 -3.82  -0.143
7 C -1.77 -0.62 -3.56  -0.088
8 C -2.49 -1.49 -4.53  -0.169
9 C -1.84 -2.88 -4.75  -0.170
10 C -2.22 1.84 2.01  -0.115
11 H -1.59 -4.10 -2.96  0.092
12 H 0.87 -3.89 -2.81  0.098
13 H 1.45 -2.78 -5.20  0.135
14 H 2.02 -2.06 -3.71  0.096
15 H 1.29 -0.26 -4.87  0.115
16 H -0.01 -1.12 -5.71  0.116
17 H -0.18 0.78 -3.59  0.090
18 H -2.37 -0.20 -2.74  0.086
19 H -2.49 -1.01 -5.52  0.130
20 H -3.53 -1.62 -4.22  0.112
21 H -2.67 -3.58 -4.91  0.121
22 H -1.23 -2.83 -5.66  0.115
23 H -2.73 1.46 2.90  0.050
24 H -2.95 2.08 1.23  0.026
25 H -1.72 2.78 2.35  0.031
26 P -0.05 1.62 -0.08  1.041
27 P 1.18 -0.83 0.91  1.045
28 N -1.30 2.21 -1.26  -0.201
29 N 0.81 3.14 0.16  -0.223
30 N 0.03 -2.11 0.54  -0.217
31 N 2.34 -1.87 1.65  -0.239
32 C 1.04 0.75 -1.24  -0.350
33 C 1.88 -0.43 -0.71  -0.278
34 C -2.64 1.84 -1.22  -0.201
35 C -3.34 2.53 -2.18  -0.054
36 C -2.40 3.32 -2.90  -0.032
37 C -1.15 3.08 -2.34  -0.113
38 C 0.28 4.20 0.91  -0.118
39 C 1.23 5.21 0.98  -0.035
40 C 2.35 4.80 0.20  -0.036
41 C 2.05 3.55 -0.33  -0.119
42 C -1.33 -2.03 0.92  -0.188
43 C -1.96 -3.13 0.35  0.007
44 C -1.01 -3.85 -0.41  -0.012
45 C 0.20 -3.19 -0.29  -0.071
46 C 2.94 -3.08 1.30  -0.103
47 C 3.74 -3.50 2.35  -0.023
48 C 3.62 -2.52 3.39  -0.035
49 C 2.76 -1.55 2.95  -0.132
50 H 1.66 1.45 -1.80  0.097
51 H 0.33 0.31 -1.94  0.036
52 H 1.83 -1.29 -1.41  0.089
53 H 2.95 -0.17 -0.64  0.122
54 H -3.00 1.14 -0.47  0.083
55 H -4.41 2.47 -2.35  0.115
56 H -2.62 4.00 -3.72  0.113
57 H -0.18 3.47 -2.61  0.118
58 H -0.70 4.13 1.33  0.092
59 H 1.13 6.13 1.53  0.114
60 H 3.27 5.34 0.05  0.113
61 H 2.62 2.92 -0.99  0.100
62 H -1.65 -1.48 1.85  0.092
63 H -3.00 -3.41 0.47  0.131
64 H -1.18 -4.75 -0.97  0.123
65 H 1.14 -3.40 -0.79  0.104
66 H 2.74 -3.53 0.34  0.092
67 H 4.33 -4.40 2.38  0.112
68 H 4.12 -2.53 4.35  0.115
69 H 2.37 -0.65 3.39  0.068
70 F -1.35 -0.68 5.81  0.175
71 C -0.07 -0.27 5.64  -0.490
72 F 0.49 -0.08 6.86  0.191
73 F 0.58 -1.32 5.05  0.149
74 C 0.00 0.98 4.72  -0.203
75 O -0.32 0.55 3.44  -0.199
76 C -0.93 2.06 5.35  -0.464
77 F -0.76 2.15 6.70  0.185
78 F -0.68 3.29 4.81  0.160
79 F -2.24 1.77 5.12  0.155
80 C 1.41 1.62 4.82  -0.472
81 F 1.55 2.51 5.83  0.189
82 F 2.39 0.68 4.99  0.151
83 F 1.68 2.25 3.65  0.147